Below is C23H16AsI2N2O6S2W as an isolated structure, with properties calculated with ωB97M-V/def2-TZVPD.

Cartesian coordinates (Å):
W 0.60729 -0.84137 -0.74644
I 0.78322 -3.16239 1.18357
C -0.72203 -4.22634 0.09088
I -1.11156 -3.08011 -1.68108
H -1.62874 -4.28881 0.68105
H -0.32754 -5.19540 -0.19426
O -2.22606 1.39749 -2.21208
As -0.54184 1.68594 -2.51167
O -0.07973 2.06246 -3.98401
O -0.11157 -0.18710 -2.25297
C -0.07224 2.69893 -0.91830
C -0.91174 3.80335 -0.83305
C -0.68897 4.80565 0.11052
C 0.38068 4.71935 0.98567
C 1.22921 3.62054 0.92561
C 1.00348 2.62729 -0.01357
S 2.15615 1.30782 -0.02316
O 3.42979 1.67832 0.43246
O 1.96083 0.67961 -1.37215
O 1.58433 0.08056 0.75773
H -2.74425 1.43267 -3.03165
H -1.74544 3.91798 -1.51581
H -1.35159 5.66026 0.13510
H 0.57084 5.50204 1.70706
H 2.07881 3.54354 1.59249
S 3.48561 -3.10564 -3.65324
C 2.12083 -2.39909 -2.98114
N 2.20663 -2.03577 -1.70948
C 3.48880 -2.32128 -1.19986
C 3.99046 -2.01464 0.06718
C 5.28817 -2.37878 0.36428
C 6.09588 -3.03197 -0.57490
C 5.62325 -3.31666 -1.83747
C 4.31352 -2.94899 -2.13772
H 1.23398 -2.23353 -3.57594
H 3.40759 -1.47558 0.80187
H 5.69579 -2.14474 1.33816
H 7.11012 -3.29781 -0.31148
H 6.25167 -3.79631 -2.57573
N -7.80198 1.20971 4.07635
C -6.81517 0.98880 3.53041
C -5.58969 0.71291 2.84971
C -5.57125 0.72493 1.44378
C -4.40075 0.46050 0.78380
C -3.22685 0.17578 1.53276
C -3.25752 0.17189 2.95338
C -4.43398 0.43774 3.60190
C -2.05689 -0.10604 0.86718
C -1.00238 -0.32759 0.23651
H -6.48081 0.94196 0.90110
H -4.35571 0.46532 -0.29614
H -2.35484 -0.03738 3.51097
H -4.48581 0.43999 4.68181

Computed properties:
orbital gap (spin up / spin down) = 4.93 / 4.93 eV
ΔE to the lowest compared entry with this formula, charge and spin = 2.5613 eV
total charge = +3
E_tot = -139880.68778 eV
HOMO energy (spin up / spin down) = -0.625 / -0.625 Ha


Below is a 6-piece molecular cluster, C18H48O6 overall, with properties calculated with ωB97M-V/def2-TZVPD.

Cartesian coordinates (Å):
C -6.13450 -1.58590 3.37776
C -4.67604 -1.99437 3.28625
C -4.21197 -2.68774 4.52635
O -4.51835 -2.94687 2.19149
H -6.75911 -1.79008 2.50812
H -6.30987 -0.58443 3.77069
H -6.57193 -2.30674 4.06851
H -4.10289 -1.11457 2.99377
H -3.18388 -3.04841 4.49403
H -4.96572 -3.44146 4.75408
H -4.36551 -2.03729 5.38742
H -3.59357 -2.75300 2.02179
C -6.53341 -2.78318 -5.66388
C -6.56691 -3.03868 -4.11629
C -7.13466 -4.33743 -3.69366
O -5.27467 -2.93332 -3.60033
H -6.01329 -3.65262 -6.06594
H -5.99667 -1.86244 -5.89246
H -7.52711 -2.75312 -6.11081
H -7.11286 -2.17816 -3.72957
H -8.20509 -4.54253 -3.67917
H -6.76217 -4.61296 -2.70703
H -6.91542 -5.19460 -4.33028
H -5.26162 -2.98864 -2.64201
C 4.17280 4.98649 0.43405
C 4.51527 6.27875 -0.36612
C 3.55896 6.59197 -1.54097
O 4.42152 7.30471 0.57683
H 4.91735 4.73461 1.18924
H 4.22495 4.08489 -0.17627
H 3.18868 4.81478 0.87010
H 5.56175 6.22399 -0.66611
H 2.54931 6.62052 -1.13120
H 3.57136 5.80496 -2.29500
H 3.84544 7.56317 -1.94447
H 3.49364 7.50052 0.72610
C 1.81272 -2.63529 2.00299
C 0.73297 -1.57759 1.57071
C 1.30642 -0.44575 0.81382
O -0.14945 -2.15708 0.69536
H 2.75029 -2.19631 2.34411
H 2.28999 -3.13500 1.16002
H 1.40638 -3.37678 2.69088
H 0.17682 -1.26800 2.45555
H 0.52460 0.30951 0.89409
H 1.52067 -0.58345 -0.24600
H 2.21341 -0.20811 1.36969
H -0.22240 -1.58829 -0.07455
C 7.77917 0.19092 5.46087
C 8.11596 -0.37096 3.97781
C 8.45782 -1.82211 3.81454
O 6.99103 0.01172 3.28601
H 7.26310 1.14831 5.53294
H 8.63923 0.11569 6.12625
H 7.04828 -0.49024 5.89669
H 8.88208 0.16536 3.41789
H 8.11050 -2.17100 2.84206
H 7.87027 -2.43967 4.49390
H 9.45430 -2.14717 4.11369
H 6.97108 -0.24108 2.36012
C -1.54729 2.12010 -3.21755
C -1.95175 1.52483 -4.58631
C -1.20915 2.25506 -5.70653
O -1.62611 0.19026 -4.47063
H -0.46947 2.26349 -3.14114
H -2.00507 1.53176 -2.42232
H -1.99941 3.10867 -3.13739
H -3.01292 1.51599 -4.83519
H -0.15975 2.07333 -5.47449
H -1.40965 3.32384 -5.63161
H -1.41288 1.94025 -6.73000
H -2.46544 -0.27570 -4.47158

Computed properties:
orbital gap = 10.40 eV
ΔE to the lowest compared entry with this formula, charge and spin = 3.8064 eV
total charge = 0
E_tot = -31725.84330 eV
SMILES = CC(C)O.CC(C)O.CC(C)O.CC(C)O.CC(C)O.CC(C)O
HOMO energy = -0.368 Ha


Below is one molecule with the formula C4H8INS, with properties calculated with ωB97M-V/def2-TZVPD.

Cartesian coordinates (Å):
C 1.54391 0.27661 -0.02312
C 1.22434 -0.33674 1.29407
C -0.85482 0.11789 -0.20966
C -1.64858 -1.14829 -0.52768
N 0.44333 -0.11697 -0.93989
S -0.50333 0.31667 1.57144
I 0.61466 0.40559 -2.90288
H 1.66841 1.44279 0.01786
H 2.41730 -0.20426 -0.55144
H 1.14032 -1.40274 1.25088
H 1.76853 -0.16197 2.28547
H -1.59172 1.01757 -0.44234
H -0.96691 -1.94045 -0.03856
H -1.79246 -1.35317 -1.60040
H -2.61968 -0.98617 -0.01868

Computed properties:
orbital gap = 8.45 eV
ΔE to the lowest compared entry with this formula, charge and spin = 1.3534 eV
total charge = 0
E_tot = -24701.94023 eV
SMILES = C[C@H]1SCCN1I
HOMO energy = -0.317 Ha


Below is C23H28FN3O4S as an isolated structure, with properties calculated with ωB97M-V/def2-TZVPD.

Cartesian coordinates (Å):
C 2.05589 5.17248 0.50189
H 3.13673 5.27456 0.89363
O 2.20820 4.33585 -0.66473
C 2.44356 2.92058 -0.37704
C 2.46679 1.89897 -1.58311
C 2.69474 0.65672 -1.20131
C 2.93568 0.09810 0.18409
C 2.99076 1.14648 0.96221
C 2.63659 2.48445 0.81705
H 2.73086 3.05845 1.76747
H 3.21947 0.99234 2.09429
N 3.26696 -1.00925 0.12958
C 2.97120 -1.95362 1.34046
H 2.42201 -0.97974 2.11536
C 2.01011 -2.97320 0.99707
N 1.16251 -2.65906 0.07884
C -0.00763 -2.37747 0.18157
O -0.58954 -2.24803 1.31757
C -0.72902 -1.64801 -1.15707
H -0.48931 -2.15826 -1.89817
C -0.75383 -0.22891 -1.23953
C -1.76284 0.46004 -2.04776
N -3.01512 0.05545 -1.96485
S -4.06857 0.94941 -0.92928
O -3.76866 2.42194 -1.75421
O -5.24153 0.37624 -1.22996
C -3.48052 0.56119 0.61318
C -2.48615 1.76346 1.07527
C -2.15652 1.41530 2.52023
C -2.58848 0.40132 3.25395
C -3.59846 -0.29593 2.65650
C -4.07679 -0.27026 1.27658
H -4.79063 -0.82843 1.00858
H -4.03574 -1.30116 3.32557
F -2.22508 0.22542 4.45132
H -1.27758 2.29888 2.86220
H -2.11365 2.38801 0.29540
C -3.19196 -1.46779 -1.69329
C -2.32092 -2.10493 -0.88952
H -2.72633 -1.71927 0.19078
H -2.32326 -3.31076 -0.81594
H -3.09957 -1.82402 -2.71194
H -4.34409 -1.70254 -1.71985
H -1.37381 -0.09096 -3.17719
H -1.74825 1.51557 -2.23647
H -0.80639 0.10810 -0.17717
H 0.40213 -0.03450 -1.32669
C 2.16192 -2.69048 -1.21488
H 2.13332 -3.44082 -1.82778
C 3.30807 -1.96254 -0.82210
H 3.94747 -1.51080 -1.77659
H 4.09614 -2.82068 -0.60860
H 1.75673 -1.79384 -2.05767
H 2.65407 -3.95263 1.01787
H 1.45212 -3.20861 2.06855
H 3.86890 -2.03238 2.21692
H 2.75762 0.05618 -2.19925
H 2.14606 2.46693 -2.36112
H 1.29011 4.98878 1.19197
H 1.86352 6.10764 0.25711

Computed properties:
orbital gap = 7.31 eV
ΔE to the lowest compared entry with this formula, charge and spin = 26.3501 eV
total charge = 0
E_tot = -50493.86376 eV
HOMO energy = -0.277 Ha